{
  "formula": "C17H18F2N2O3",
  "method": "wB97M-V/def2-TZVPD",
  "multiplicity": 1,
  "de_lowest_ev": 0.0376,
  "max_force_ha_per_bohr": 0.0212,
  "gap_ha": 0.3613,
  "lumo_ev": 0.8140,
  "smiles": "O=C(c1cc(COc2c(F)cccc2F)on1)N1CCCCCC1",
  "homo_energy_ev": -9.02,
  "charge": 0,
  "species": ["O", "C", "N", "C", "H", "C", "H", "H", "C", "C", "C", "H", "C", "H", "H", "H", "H", "H", "H", "H", "H", "C", "N", "O", "C", "C", "H", "C", "O", "C", "C", "C", "C", "C", "C", "F", "H", "H", "H", "F", "H", "H"],
  "positions_angstrom": [[2.873, 2.227, 0.501], [2.580, 1.138, 0.027], [3.425, 0.427, -0.744], [3.159, -0.912, -1.222], [3.819, -1.104, -2.069], [3.389, -1.954, -0.122], [2.957, -2.903, -0.445], [2.851, -1.633, 0.772], [4.862, -2.166, 0.217], [5.616, -0.878, 0.555], [5.880, -0.005, -0.675], [6.067, -0.651, -1.535], [4.745, 0.977, -0.980], [4.826, 1.856, -0.336], [4.815, 1.310, -2.023], [6.783, 0.587, -0.517], [6.575, -1.156, 0.998], [5.062, -0.306, 1.300], [5.360, -2.655, -0.625], [4.923, -2.846, 1.070], [2.125, -0.966, -1.564], [1.225, 0.593, 0.326], [0.526, -0.254, -0.390], [-0.674, -0.403, 0.211], [-0.719, 0.361, 1.312], [0.463, 1.030, 1.442], [0.766, 1.731, 2.189], [-1.959, 0.359, 2.150], [-3.002, -0.416, 1.607], [-3.507, -0.127, 0.381], [-4.342, -1.101, -0.185], [-4.946, -0.953, -1.414], [-4.725, 0.204, -2.143], [-3.913, 1.192, -1.624], [-3.325, 1.026, -0.383], [-2.554, 2.042, 0.077], [-3.722, 2.107, -2.161], [-5.185, 0.332, -3.109], [-5.574, -1.746, -1.787], [-4.556, -2.228, 0.518], [-1.747, -0.112, 3.116], [-2.273, 1.395, 2.336]],
  "forces_ev_per_angstrom": [[-0.2722, 0.0548, 0.2265], [0.3319, 0.0759, -0.3008], [0.1643, 0.1756, -0.0560], [-0.4225, -0.5252, 0.1125], [-0.0462, 0.0365, -0.0459], [0.2384, -0.0313, -0.2624], [-0.0929, -0.0365, 0.0322], [-0.0843, -0.0399, 0.0074], [-0.2101, 0.1371, 0.2197], [0.1860, -0.1748, -0.1917], [-0.1632, 0.0582, 0.1297], [0.0766, -0.0106, -0.0241], [0.3530, 0.3213, -0.0267], [0.0335, -0.1479, -0.1911], [-0.0016, 0.0492, 0.0851], [0.0112, 0.0061, -0.0958], [-0.0221, 0.0511, 0.0565], [0.0174, 0.0390, 0.1351], [0.0546, -0.0564, -0.0080], [0.0357, -0.0696, -0.0413], [0.3275, -0.0722, -0.1281], [-1.0087, -0.1080, 0.4030], [0.8612, 0.0441, -0.6202], [-0.5191, 0.0028, 0.5149], [0.8499, 0.4859, 0.2029], [-0.5782, -0.4238, -0.1411], [0.0508, 0.1966, 0.1728], [0.1555, 0.1467, 0.2718], [-0.1634, -0.0870, -0.1442], [-0.2686, -0.0300, -0.2685], [0.0563, 0.1094, 0.0206], [0.0638, -0.0674, 0.1439], [0.0660, 0.0098, 0.1087], [0.0762, 0.0058, 0.1068], [-0.1380, -0.0091, -0.0645], [-0.0804, -0.1725, 0.0474], [0.0426, 0.1042, -0.0272], [-0.0490, 0.0158, -0.0955], [-0.0574, -0.1068, 0.0007], [0.0795, 0.1587, -0.0322], [-0.0206, 0.1098, -0.1849], [0.0669, -0.2249, -0.0479]],
  "mulliken_charge": [-0.71, 0.57, 0.12, -1.12, 0.48, -0.39, 0.33, 0.29, -0.76, -0.65, -0.60, 0.37, -0.89, 0.44, 0.21, 0.37, 0.35, 0.31, 0.33, 0.36, 0.54, 0.55, -0.62, -0.06, 0.62, -0.78, 0.48, -0.67, -0.43, 0.16, 0.33, -0.66, -0.35, -0.82, 0.95, -0.32, 0.44, 0.37, 0.45, -0.30, 0.41, 0.28]
}